<1>
Entry from OMol25: a molecular structure, C5H15N3 (ωB97M-V/def2-TZVPD).

Computed properties:
Orbital gap (eV): 6.69
E_HOMO (hartree): -0.2153
LUMO level (Eh): 0.0306

Each line ends with the Mulliken charge.
Atoms and positions in Å:
C (0.161, -0.938, 0.198)  0.99
C (-0.702, -0.076, -0.517)  -0.80
C (0.920, 2.259, -1.024)  -1.07
C (-0.046, -1.169, 1.658)  -1.57
C (-1.884, -1.680, -0.784)  -1.16
N (0.958, 1.248, 0.005)  -0.32
N (0.706, 1.838, 1.283)  -0.64
N (1.081, -1.687, -0.425)  -0.27
H (-0.066, 2.517, 1.242)  0.20
H (1.518, 2.373, 1.594)  0.22
H (1.731, -2.227, 0.121)  0.23
H (1.365, -1.433, -1.358)  0.23
H (-0.540, 0.111, -1.568)  0.38
H (-1.376, 0.542, 0.053)  0.36
H (-0.058, 2.788, -1.088)  0.34
H (1.105, 1.799, -2.001)  0.32
H (1.692, 3.036, -0.888)  0.31
H (0.311, -2.148, 1.978)  0.44
H (-1.084, -1.036, 1.954)  0.33
H (0.526, -0.389, 2.170)  0.44
H (-2.065, -2.324, 0.074)  0.35
H (-2.803, -1.169, -1.063)  0.40
H (-1.452, -2.237, -1.612)  0.32

***

<2>
Entry from OMol25: 2 unconnected molecules or ions with the total composition C5H15N3 (ωB97M-V/def2-TZVPD).

Computed properties:
Orbital gap (alpha / beta) (eV): 7.04 / 7.99
E_HOMO (alpha / beta) (hartree): -0.2333 / -0.2624
LUMO level (alpha / beta) (Eh): 0.0252 / 0.0314

Each line ends with the Mulliken charge.
Atoms and positions in Å:
C (2.035, 1.038, 0.691)  -1.30
C (1.888, -1.387, 0.406)  -1.53
C (0.767, 0.010, -1.398)  -0.96
C (-2.405, 1.057, -0.319)  -0.89
C (1.416, -0.104, -0.089)  1.08
N (-2.333, -1.403, 0.272)  -0.71
N (-0.872, 0.177, 1.208)  -0.82
N (-1.726, -0.081, 0.210)  0.69
H (3.136, 0.848, 0.906)  0.37
H (2.034, 1.967, 0.117)  0.35
H (1.465, 1.090, 1.687)  0.25
H (2.659, -1.921, -0.298)  0.32
H (1.101, -2.155, 0.316)  0.33
H (2.383, -1.413, 1.330)  0.46
H (1.114, -0.897, -1.877)  0.33
H (-0.327, -0.188, -1.187)  0.11
H (0.749, 0.877, -2.142)  0.29
H (-1.701, 1.882, -0.259)  0.33
H (-2.695, 1.134, -1.517)  0.21
H (-3.334, 1.137, 0.273)  0.36
H (-2.458, -1.669, -0.709)  0.24
H (-3.248, -1.237, 0.769)  0.27
H (-0.755, -0.673, 1.822)  0.25

***

<3>
Entry from OMol25: a molecular structure, C5H15N3 (ωB97M-V/def2-TZVPD).

Computed properties:
Orbital gap (eV): 7.26
E_HOMO (hartree): -0.2552
LUMO level (Eh): 0.0116

Each line ends with the Mulliken charge.
Atoms and positions in Å:
C (2.165, 0.031, -1.280)  -0.89
C (-0.681, -1.501, -1.370)  -1.70
N (1.224, -0.381, -0.242)  -0.22
C (-0.287, -0.212, -0.678)  0.91
N (1.348, 0.473, 0.904)  -0.11
N (-0.669, 0.898, -1.267)  -0.88
H (2.116, 0.191, 1.508)  0.33
H (1.407, 1.478, 0.686)  0.38
H (-0.298, 1.744, -0.832)  0.19
H (3.192, -0.116, -0.935)  0.30
H (1.999, -0.606, -2.146)  0.30
H (2.021, 1.073, -1.597)  0.38
H (-0.484, -2.370, -0.742)  0.38
H (-1.740, -1.460, -1.623)  0.44
H (-0.127, -1.610, -2.306)  0.33
C (-1.173, -0.417, 1.149)  -1.03
C (-1.795, 0.892, 1.617)  -1.02
H (-1.982, 1.527, 0.743)  0.36
H (-1.932, -1.048, 0.697)  0.46
H (-0.763, -1.018, 1.979)  0.40
H (0.360, 0.223, 1.298)  0.05
H (-2.751, 0.756, 2.130)  0.34
H (-1.150, 1.453, 2.307)  0.31

***

Most favorable structure: <3>. The second most favorable one is 0.0220 hartree above it.

***

<1>
Entry from OMol25: 2 unconnected molecules or ions with the total composition C5H15N3 (ωB97M-V/def2-TZVPD).

Computed properties:
Orbital gap (eV): 9.91
E_HOMO (hartree): -0.3266
LUMO level (Eh): 0.0376
SMILES: N/C=C/N.CCNC

Each line ends with the Mulliken charge.
Atoms and positions in Å:
N (-2.106, -0.883, 2.215)  -0.61
C (-2.136, -1.566, 0.972)  -0.11
C (-1.247, -2.425, 0.498)  -0.27
N (-1.369, -2.965, -0.813)  -0.52
H (-3.052, -0.675, 2.504)  0.28
H (-1.633, 0.005, 2.142)  0.24
H (-2.977, -1.327, 0.315)  0.27
H (-0.422, -2.790, 1.110)  0.31
H (-1.634, -3.943, -0.807)  0.20
H (-0.632, -2.779, -1.470)  0.21
C (0.094, 0.644, -1.639)  -1.11
C (0.937, 0.968, -0.414)  -0.28
N (1.844, 2.087, -0.701)  -0.38
C (2.719, 2.350, 0.428)  -0.89
H (-0.533, -0.231, -1.463)  0.18
H (0.681, 0.496, -2.547)  0.35
H (-0.568, 1.482, -1.880)  0.30
H (1.552, 0.113, -0.139)  0.36
H (0.254, 1.219, 0.410)  0.25
H (1.282, 2.904, -0.911)  0.26
H (3.299, 3.261, 0.256)  0.33
H (2.216, 2.521, 1.390)  0.31
H (3.430, 1.534, 0.544)  0.29

***

<2>
Entry from OMol25: 3 unconnected molecules or ions with the total composition C5H15N3 (ωB97M-V/def2-TZVPD).

Computed properties:
Orbital gap (eV): 8.04
E_HOMO (hartree): -0.2713
LUMO level (Eh): 0.0242

Each line ends with the Mulliken charge.
Atoms and positions in Å:
C (0.686, -0.760, -0.134)  0.78
C (1.021, -1.955, -0.977)  -1.40
C (0.272, -1.017, 1.285)  -1.06
C (-1.567, -0.615, -1.040)  -1.24
N (1.392, 0.342, -0.358)  -0.31
H (1.332, 1.175, 0.270)  0.34
H (1.734, 0.510, -1.293)  0.22
H (1.909, -2.442, -0.560)  0.39
H (0.203, -2.670, -0.977)  0.32
H (1.237, -1.673, -2.007)  0.42
H (-0.200, -0.144, 1.725)  0.22
H (1.168, -1.246, 1.874)  0.39
H (-0.404, -1.865, 1.341)  0.34
H (-2.586, -0.216, -1.084)  0.42
H (-1.202, -0.748, -2.062)  0.20
H (-1.739, -1.600, -0.602)  0.32
N (-1.061, 1.978, -0.222)  -0.54
C (-0.577, 2.274, 0.997)  -0.27
N (0.668, 2.577, 1.219)  -0.75
H (-0.392, 2.245, -0.940)  0.33
H (-1.421, 0.846, -0.451)  0.25
H (0.834, 2.839, 2.186)  0.16
H (-1.307, 2.165, 1.810)  0.49

***

Most favorable structure: <1>. The second most favorable one is 0.0639 hartree above it.

***

<1>
Entry from OMol25: 2 unconnected molecules or ions with the total composition C3H6FN (ωB97M-V/def2-TZVPD).

Computed properties:
Orbital gap (eV): 9.25
E_HOMO (hartree): -0.2981
LUMO level (Eh): 0.0418

Each line ends with the Mulliken charge.
Atoms and positions in Å:
C (0.697, -0.550, 1.619)  -0.52
C (0.822, 0.469, 0.845)  -0.33
C (-0.744, 0.520, -0.572)  0.04
N (-0.319, -0.301, -1.546)  -0.45
F (-1.755, -0.080, 0.043)  -0.27
H (1.636, -0.746, 2.150)  0.24
H (-0.189, -1.148, 1.651)  0.26
H (1.609, 1.196, 0.705)  0.31
H (-0.955, 1.529, -0.735)  0.32
H (0.386, -0.063, -2.266)  0.20
H (-1.189, -0.826, -1.892)  0.21

***

<2>
Entry from OMol25: 2 unconnected molecules or ions with the total composition C3H6FN (ωB97M-V/def2-TZVPD).

Computed properties:
Orbital gap (eV): 10.86
E_HOMO (hartree): -0.3612
LUMO level (Eh): 0.0380
SMILES: C#CC.NF

Each line ends with the Mulliken charge.
Atoms and positions in Å:
C (0.452, 1.555, -0.245)  -0.31
C (1.195, 0.612, -0.371)  0.01
C (1.656, -0.731, -0.660)  -1.05
H (0.030, 2.454, 0.152)  0.42
H (2.132, -1.187, 0.136)  0.34
H (2.218, -0.905, -1.534)  0.32
H (0.785, -1.389, -0.657)  0.28
N (-1.873, -0.246, 0.956)  -0.31
F (-2.063, -0.491, -0.392)  -0.16
H (-1.806, 0.783, 1.171)  0.21
H (-2.724, -0.453, 1.444)  0.25

***

Most favorable structure: <1>. The second most favorable one is 0.0446 hartree above it.

***

<1>
Entry from OMol25: 2 unconnected molecules or ions with the total composition C8H8O2 (ωB97M-V/def2-TZVPD).

Computed properties:
Orbital gap (eV): 7.97
E_HOMO (hartree): -0.2962
LUMO level (Eh): -0.0032

Each line ends with the Mulliken charge.
Atoms and positions in Å:
C (-2.835, -1.042, -1.487)  -0.05
C (-2.535, -0.566, -0.390)  -0.28
C (2.444, -0.542, -0.151)  -0.80
C (2.026, -1.796, 0.140)  -0.42
C (1.310, 0.318, 0.007)  0.91
C (0.324, -0.496, 0.443)  -0.26
C (1.172, 1.780, -0.229)  -1.39
C (-1.951, -0.019, 0.795)  -0.06
O (0.719, -1.781, 0.481)  -0.35
O (-2.089, 1.259, 1.153)  -0.44
H (-3.441, -1.625, -2.116)  0.40
H (3.403, -0.354, -0.430)  0.51
H (2.413, -2.745, 0.111)  0.50
H (2.075, 2.186, -0.139)  0.51
H (0.744, 1.879, -1.123)  0.32
H (0.621, 2.246, 0.640)  0.27
H (-1.936, -0.538, 1.760)  0.31
H (-2.463, 1.836, 0.534)  0.33

***

<2>
Entry from OMol25: a molecular structure, C8H8O2 (ωB97M-V/def2-TZVPD).

Computed properties:
Orbital gap (eV): 7.36
E_HOMO (hartree): -0.3424
LUMO level (Eh): -0.0721

Each line ends with the Mulliken charge.
Atoms and positions in Å:
C (1.553, -1.539, -0.062)  -2.09
C (0.174, -0.822, 0.053)  0.82
C (-0.949, -1.393, 0.017)  -0.06
C (-2.296, -0.736, 0.028)  0.27
C (-2.172, 0.746, -0.121)  0.46
C (-0.967, 1.415, -0.015)  -0.77
C (0.264, 0.632, -0.037)  1.06
C (1.546, 1.464, 0.022)  -1.36
H (1.289, -2.058, -0.747)  0.62
H (2.495, -0.983, -0.142)  0.37
H (1.669, -2.093, 0.752)  0.50
H (-0.817, -2.581, -0.011)  0.23
H (-0.844, 2.793, 0.050)  0.11
H (1.982, 1.104, -0.886)  0.38
H (1.528, 2.667, 0.024)  0.31
H (2.139, 1.412, 1.038)  0.27
O (-3.315, -1.463, 0.028)  -0.54
O (-3.279, 1.434, 0.007)  -0.56

***

Most favorable structure: <2>. The second most favorable one is 0.0297 hartree above it.

***

<1>
Entry from OMol25: a gas-phase ion, C6H13N2S (charge +1) (ωB97M-V/def2-TZVPD).

Computed properties:
Total charge: +1
Orbital gap (eV): 9.40
E_HOMO (hartree): -0.4677
LUMO level (Eh): -0.1221
SMILES: C[NH+](C)[C@@]1(C)N=CCS1

Each line ends with the Mulliken charge.
Atoms and positions in Å:
C (-0.617, 1.766, 0.419)  -0.81
N (-0.974, 0.268, 0.570)  -0.01
C (-2.282, 0.051, -0.047)  -0.82
C (0.186, -0.576, 0.218)  0.39
C (-0.109, -1.992, 0.671)  -1.41
N (0.522, -0.447, -1.054)  -0.37
C (1.633, -0.169, -1.527)  -0.25
C (2.658, 0.354, -0.554)  -0.39
S (1.998, 0.225, 1.109)  -0.14
H (-0.433, 1.890, -0.596)  0.45
H (-1.498, 2.471, 0.739)  0.30
H (0.223, 1.875, 1.038)  0.36
H (-0.974, -0.010, 1.509)  0.35
H (-2.215, 0.320, -1.134)  0.33
H (-2.561, -0.945, 0.160)  0.33
H (-2.879, 0.733, 0.411)  0.44
H (-0.344, -2.037, 1.654)  0.47
H (0.570, -2.754, 0.253)  0.37
H (-1.106, -2.297, 0.148)  0.32
H (1.703, 0.104, -2.542)  0.43
H (3.549, -0.285, -0.660)  0.37
H (2.953, 1.456, -0.788)  0.32

***

<2>
Entry from OMol25: a gas-phase ion, C6H13N2S (charge +1) (ωB97M-V/def2-TZVPD).

Computed properties:
Total charge: +1
Orbital gap (eV): 8.52
E_HOMO (hartree): -0.4508
LUMO level (Eh): -0.1377
SMILES: C/[NH+]=C/N[C@H](C)CC=S

Each line ends with the Mulliken charge.
Atoms and positions in Å:
C (-1.031, 2.788, 0.235)  -1.06
N (-0.685, 1.399, -0.012)  -0.12
C (-0.071, 0.969, -1.117)  0.03
N (0.404, -0.263, -1.339)  -0.02
C (0.685, -1.460, -0.530)  0.02
C (-0.714, -2.128, -0.435)  -1.54
C (1.236, -0.977, 0.890)  -0.95
C (2.235, 0.144, 0.930)  -0.19
S (3.108, 0.601, -0.325)  -0.18
H (-0.855, 3.355, -0.555)  0.45
H (-2.051, 2.746, 0.324)  0.41
H (-0.460, 3.169, 1.227)  0.26
H (-0.934, 0.860, 0.797)  0.31
H (-0.028, 1.721, -1.877)  0.36
H (0.619, -0.628, -2.245)  0.21
H (1.515, -2.152, -0.877)  0.48
H (-1.463, -1.426, -0.448)  0.44
H (-0.749, -2.660, 0.431)  0.45
H (-0.726, -2.757, -1.216)  0.46
H (1.454, -1.962, 1.338)  0.48
H (0.459, -0.672, 1.550)  0.36
H (2.224, 0.664, 1.964)  0.31

***

Most favorable structure: <1>. The second most favorable one is 0.0019 hartree above it.

***

<1>
Entry from OMol25: 2 unconnected molecules or ions with the total composition CH6NOS (ωB97M-V/def2-TZVPD).

Computed properties:
Total charge: -1
Orbital gap (eV): 7.42
E_HOMO (hartree): -0.1128
LUMO level (Eh): 0.1598

Each line ends with the Mulliken charge.
Atoms and positions in Å:
S (2.348, 0.475, 0.735)  -0.84
H (2.760, -0.457, 1.628)  -0.04
N (-0.535, -1.051, -0.540)  -0.51
C (-0.869, 0.314, -0.674)  -0.46
O (-0.987, 1.044, 0.581)  -0.54
H (-1.165, -1.594, 0.028)  0.19
H (0.402, -1.147, -0.162)  0.27
H (-1.834, 0.454, -1.161)  0.27
H (-0.066, 0.780, -1.248)  0.40
H (-0.055, 1.181, 0.814)  0.27

***

<2>
Entry from OMol25: 2 unconnected molecules or ions with the total composition CH6NOS (ωB97M-V/def2-TZVPD).

Computed properties:
Total charge: -1
Orbital gap (eV): 7.71
E_HOMO (hartree): -0.1228
LUMO level (Eh): 0.1604

Each line ends with the Mulliken charge.
Atoms and positions in Å:
S (-1.059, 0.051, 2.178)  -0.80
H (0.287, 0.235, 2.333)  -0.01
N (1.150, 0.424, -0.658)  -0.60
C (-0.149, -0.191, -0.940)  -0.31
O (-0.337, -1.337, -0.195)  -0.52
H (0.941, 0.746, 0.427)  0.21
H (1.118, 1.332, -1.083)  0.23
H (-0.114, -0.657, -1.992)  0.23
H (-1.037, 0.471, -0.783)  0.30
H (-0.800, -1.073, 0.713)  0.26

***

Most favorable structure: <1>. The second most favorable one is 0.0294 hartree above it.